{"formula": "C34H39N5O2P2S2Zn", "method": "ωB97M-V with the def2-TZVPD basis set", "total_charge": 0, "e_tot_ev": -136094.81151, "homo_lumo_gap_ev": [4.44, 4.45], "e_homo_ha": [-0.1974, -0.1975], "e_above_lowest_kj_mol": 97.1, "species": ["Zn", "C", "C", "C", "C", "C", "C", "C", "C", "C", "H", "H", "H", "H", "H", "H", "H", "H", "H", "H", "H", "H", "H", "H", "H", "P", "P", "N", "N", "N", "N", "C", "C", "C", "C", "C", "C", "C", "C", "C", "C", "C", "C", "C", "C", "C", "C", "C", "C", "H", "H", "H", "H", "H", "H", "H", "H", "H", "H", "H", "H", "H", "H", "H", "H", "H", "H", "H", "H", "O", "S", "O", "N", "C", "S", "C", "C", "C", "C", "C", "C", "H", "H", "H", "H"], "xyz": [[-2.79469, 2.65707, -3.93017], [-3.46976, 3.44404, -5.65006], [-2.07326, 3.55104, -5.61442], [-1.26427, 4.75056, -5.12316], [-1.91282, 5.51044, -3.93698], [-2.49197, 4.62001, -2.88067], [-3.75576, 4.03811, -2.86504], [-4.87269, 4.48823, -3.74068], [-4.49251, 4.50358, -5.24709], [-1.24000, 0.75954, 0.52276], [-3.88486, 2.65982, -6.29736], [-1.43982, 2.80826, -6.13286], [-1.03032, 5.43716, -5.96694], [-0.28122, 4.36239, -4.76957], [-1.09817, 6.10440, -3.49065], [-2.60911, 6.26711, -4.31644], [-1.93271, 4.70267, -1.93476], [-4.11507, 3.64268, -1.90653], [-5.19234, 5.50883, -3.51084], [-5.74010, 3.82432, -3.61334], [-5.41185, 4.30095, -5.82339], [-4.15858, 5.50987, -5.54790], [-0.71699, -0.20698, 0.36935], [-2.08264, 0.77932, -0.18388], [-1.64100, 0.79232, 1.55236], [-0.34496, 2.27442, 0.05554], [1.02747, 0.39704, -2.14498], [-1.68602, 3.45851, 0.42725], [0.80771, 2.98967, 1.12163], [-0.54083, 0.24028, -3.09627], [2.03813, -0.18508, -3.39035], [0.16375, 2.97855, -1.55598], [1.16867, 2.19396, -2.44917], [-3.03721, 3.11882, 0.49641], [-3.78382, 4.23496, 0.85285], [-2.88173, 5.33570, 0.92250], [-1.61128, 4.84575, 0.64209], [0.92247, 2.57212, 2.44905], [1.79518, 3.41613, 3.10444], [2.25700, 4.38853, 2.16886], [1.63412, 4.12549, 0.96660], [-1.67302, -0.31461, -2.49674], [-2.75183, -0.11571, -3.33017], [-2.28867, 0.61590, -4.48843], [-0.89772, 0.80166, -4.30133], [2.23718, 0.17800, -4.72744], [3.01098, -0.80480, -5.33928], [3.33514, -1.78591, -4.34095], [2.72656, -1.38934, -3.16098], [0.63956, 3.93324, -1.27770], [-0.73211, 3.25263, -2.14725], [1.06579, 2.40649, -3.53375], [2.20702, 2.48000, -2.20242], [-3.35139, 2.12081, 0.28226], [-4.85420, 4.24325, 0.97361], [-3.14902, 6.36218, 1.16336], [-0.66623, 5.37041, 0.64972], [0.38530, 1.68800, 2.75283], [2.06116, 3.33779, 4.14148], [2.95736, 5.18529, 2.36370], [1.74675, 4.64244, 0.02461], [-1.54708, -0.88668, -1.58565], [-3.78320, -0.43856, -3.18156], [-2.71205, 0.49702, -5.47175], [-0.17380, 1.24788, -4.98183], [1.83474, 1.09720, -5.13020], [3.30287, -0.82993, -6.37409], [3.93984, -2.66843, -4.47099], [2.69084, -1.80996, -2.16932], [-0.89940, -3.83269, 3.01753], [0.36855, -3.18788, 3.26760], [0.76315, -2.94423, 4.62961], [0.54483, -1.81244, 2.30505], [1.53136, -1.89145, 1.41754], [2.03575, -0.52731, 0.57500], [2.20181, -3.20090, 1.41221], [3.22777, -3.70304, 0.60486], [3.72469, -5.00003, 0.83967], [3.19876, -5.78810, 1.88443], [2.15264, -5.29663, 2.67714], [1.66876, -4.02288, 2.40984], [3.64963, -3.06575, -0.18288], [4.53190, -5.41105, 0.21315], [3.59589, -6.79287, 2.04964], [1.72599, -5.89311, 3.47892]]}



{"formula": "C34H39N5O4P2Pd", "method": "ωB97M-V with the def2-TZVPD basis set", "total_charge": 0, "s_squared": 2.02, "e_tot_ev": -73576.56212, "homo_lumo_gap_ev": [4.86, 4.29], "e_homo_ha": [-0.2212, -0.2476], "multiplicity": 3, "species": ["Pd", "C", "C", "C", "C", "C", "C", "C", "C", "C", "H", "H", "H", "H", "H", "H", "H", "H", "H", "H", "H", "H", "H", "H", "H", "P", "P", "N", "N", "N", "N", "C", "C", "C", "C", "C", "C", "C", "C", "C", "C", "C", "C", "C", "C", "C", "C", "C", "C", "H", "H", "H", "H", "H", "H", "H", "H", "H", "H", "H", "H", "H", "H", "H", "H", "H", "H", "H", "H", "O", "C", "O", "C", "C", "C", "C", "C", "C", "N", "O", "O", "H", "H", "H", "H"], "xyz": [[0.00063, 1.11914, -4.36626], [-1.28137, 1.63701, -5.74192], [-1.23491, 0.24200, -5.74205], [-0.65217, -0.63738, -6.79517], [0.76772, -0.12403, -7.21050], [1.49365, 0.61279, -6.12884], [1.37069, 1.93459, -5.74031], [0.52333, 2.93174, -6.46874], [-0.81680, 2.43389, -6.94392], [0.81920, 0.82779, -1.26325], [-2.05949, 2.08675, -5.12323], [-1.98136, -0.18899, -5.07287], [-1.35210, -0.75911, -7.63474], [-0.52889, -1.66918, -6.44688], [1.35568, -1.03931, -7.48152], [0.64443, 0.41911, -8.16671], [2.40042, 0.09334, -5.82336], [2.04491, 2.40713, -5.04134], [1.17230, 3.29128, -7.25438], [0.37803, 3.73927, -5.75609], [-1.55501, 3.22004, -7.16764], [-0.70417, 1.78388, -7.81002], [0.08717, 1.75487, -1.33344], [1.77172, 1.27721, -0.88705], [0.39967, 0.05185, -0.52835], [1.53085, -0.20128, -2.58945], [-1.70323, -0.69806, -1.74211], [3.14805, 0.72116, -3.11700], [2.47685, -1.59132, -1.87412], [-2.88659, 0.50077, -2.43538], [-2.87139, -1.86773, -1.34074], [0.47870, -1.41910, -3.58152], [-0.92460, -1.73227, -3.09424], [3.10649, 2.08148, -2.86098], [4.17023, 2.71373, -3.50133], [4.91699, 1.69966, -4.17245], [4.25254, 0.48156, -3.93846], [3.11938, -1.37180, -0.65934], [3.90663, -2.47271, -0.35553], [3.71497, -3.42935, -1.40139], [2.82900, -2.86549, -2.31768], [-2.88035, 1.81482, -1.92268], [-3.58156, 2.64239, -2.79050], [-4.09624, 1.85529, -3.86442], [-3.65090, 0.54140, -3.61758], [-4.11380, -2.20030, -1.91257], [-4.77050, -3.05142, -1.03238], [-3.91872, -3.29129, 0.08496], [-2.72468, -2.62941, -0.16295], [1.01788, -2.34174, -3.80665], [0.48960, -1.01419, -4.59049], [-1.61273, -1.68362, -3.93498], [-0.89063, -2.77052, -2.73438], [2.30140, 2.47359, -2.26661], [4.30367, 3.78063, -3.50530], [5.81049, 1.85360, -4.75816], [4.54715, -0.52034, -4.22098], [2.91931, -0.47460, -0.09766], [4.56485, -2.55854, 0.49201], [4.18136, -4.39276, -1.51982], [2.41122, -3.32775, -3.19826], [-2.30342, 2.07628, -1.04829], [-3.57682, 3.72002, -2.69867], [-4.70839, 2.17597, -4.72434], [-3.94964, -0.38313, -4.14985], [-4.41062, -1.78403, -2.86441], [-5.75885, -3.43243, -1.16600], [-4.07207, -3.85181, 0.98604], [-1.81062, -2.60929, 0.40254], [-1.85838, 1.98396, 0.76992], [-1.78127, 0.79278, 1.13408], [-1.68384, -0.27399, 0.33878], [-1.73875, 0.43966, 2.61348], [-1.52591, -0.88421, 3.05397], [-1.48541, -1.18528, 4.41402], [-1.59506, -0.16977, 5.37865], [-1.79579, 1.14835, 4.92260], [-1.84788, 1.46222, 3.56901], [-1.57032, -0.47554, 6.78801], [-1.42039, -1.65514, 7.16318], [-1.71393, 0.51272, 7.55307], [-1.34409, -1.68812, 2.33318], [-1.38351, -2.20792, 4.76370], [-1.91202, 1.92025, 5.66391], [-1.90959, 2.50357, 3.25328]]}